Below is a molecular structure, C55H42BF4N5O3P2S3SbTi in a non-equilibrium geometry, with properties calculated with the ωB97M-V functional and the def2-TZVPD basis.

```
! wB97M-V def2-TZVPD RIJCOSX def2/J DEFGRID3
* xyz -2 4
Sb 4.102 -3.420 -0.157
Ti 0.339 -2.143 -0.814
S 1.794 -3.155 0.753
S 2.493 -2.939 -1.951
S 5.252 -1.502 0.313
P -3.423 -0.034 2.918
P -0.438 -1.310 2.196
F -3.180 -4.908 0.360
F -2.785 -4.446 2.544
F -3.842 -2.925 1.256
F -1.615 -3.361 0.929
O -2.996 -1.123 -2.072
O 4.309 7.736 -8.037
O -1.240 -1.252 -0.708
N 0.280 -1.391 -2.880
N 1.423 -0.425 -0.656
N -0.667 -3.703 -1.476
N 2.436 3.640 -3.290
N 1.342 2.885 -5.079
C 2.875 5.917 -7.605
C -4.261 -0.356 4.543
C 2.872 1.157 0.418
C 1.347 0.403 -1.751
C 0.810 -2.853 5.845
C 0.226 -2.392 3.548
C -4.742 -1.657 6.513
C 2.183 -0.050 0.359
C 0.578 -7.390 -2.960
C -2.094 -1.760 -1.539
C -0.405 -1.192 -5.165
C -5.453 -0.604 7.062
C 0.027 2.672 1.786
C 0.583 -4.660 4.299
C 0.710 -0.089 -2.906
C -0.608 -6.852 -3.404
C 2.100 3.870 -4.611
C 0.466 -1.957 4.849
C 0.271 -3.760 3.296
C -2.317 -5.065 -3.312
C -5.033 0.674 5.078
C -1.772 4.034 4.415
C 2.307 4.986 -6.776
C 0.788 -5.614 -1.357
C 5.246 8.680 -7.600
C 0.003 0.143 -5.215
C 1.727 2.048 3.349
C 3.768 6.871 -7.101
C 1.204 1.995 -4.069
C 0.600 0.698 -4.098
C -4.162 -1.542 5.261
C 0.874 -4.209 5.574
C 1.996 1.685 -1.742
C -1.422 2.880 5.095
C 4.047 6.880 -5.740
C -2.587 3.950 3.300
C -2.025 -1.205 3.197
C -3.040 2.716 2.870
C -0.338 -4.965 -1.889
C -2.698 -3.856 -2.778
C -5.617 0.558 6.324
C 1.304 0.732 3.297
C 3.472 5.942 -4.903
C 1.091 3.024 2.603
C -0.216 -1.908 -3.996
C -2.692 1.553 3.544
C -1.888 1.650 4.672
C 1.255 -6.790 -1.903
C 1.885 2.441 -2.930
C 2.607 4.951 -5.400
C 0.205 0.380 2.523
C -0.405 1.363 1.743
C -1.097 -5.644 -2.885
C -1.841 -3.182 -1.909
C 2.753 2.048 -0.632
B -2.888 -3.917 1.261
H -4.625 -2.577 7.067
H -0.107 0.736 -6.110
H -2.924 -5.585 -4.045
H 2.573 2.313 3.970
H -6.192 1.381 6.726
H -2.867 4.844 2.762
H 4.728 7.607 -5.319
H 1.441 4.047 2.639
H -2.473 -2.189 3.036
H -1.219 1.074 1.087
H 0.365 -0.911 5.103
H -0.851 -1.672 -6.024
H 3.724 5.982 -3.852
H 2.281 -0.752 1.181
H -5.159 1.586 4.512
H 2.158 -7.243 -1.516
H -0.465 3.424 1.186
H 1.282 -5.177 -0.498
H 5.565 9.230 -8.487
H -1.403 4.993 4.754
H 3.270 2.997 -0.610
H -3.625 -3.372 -3.042
H -5.889 -0.698 8.049
H 3.503 1.365 1.264
H -3.634 -2.388 4.847
H 0.030 -4.130 2.312
H -3.664 2.636 1.991
H 1.638 4.234 -7.162
H 0.971 -8.284 -3.424
H -1.741 -1.123 4.250
H 2.670 5.928 -8.664
H 1.124 -4.908 6.363
H 6.126 8.209 -7.144
H 0.578 -5.719 4.081
H -0.461 -2.964 -3.980
H 3.030 4.216 -2.721
H -0.786 2.944 5.965
H 4.810 9.390 -6.885
H -1.623 0.765 5.232
H -1.184 -7.348 -4.175
H 1.010 -2.492 6.846
H 1.852 -0.026 3.834
*
```

relative energy (zero: lowest compared OMol25 entry of this formula, charge and spin): 47.0 kcal/mol
molar mass: 1235.6 g mol⁻¹
LUMO level (spin up / spin down): 3.088 / 3.087 eV
largest force on an atom: 3.268 eV Å⁻¹

Below is a molecular structure, C4H12CoFN4O12P in a non-equilibrium geometry, with properties calculated with the ωB97M-V functional and the def2-TZVPD basis.

```
! wB97M-V def2-TZVPD RIJCOSX def2/J DEFGRID3
* xyz -2 4
Co 0.623 0.407 0.525
P 1.780 2.714 0.874
F 2.274 -0.724 0.344
O -2.107 0.714 -0.138
O 3.058 2.056 0.402
O 1.649 1.525 1.765
O 1.922 3.712 1.979
O 0.372 0.165 -1.820
O -2.588 0.615 -2.241
O 0.547 -0.676 4.781
O 0.496 2.323 0.148
O -1.858 -2.940 1.116
O 0.219 -0.782 2.587
O 0.320 1.002 -3.862
O -0.369 -1.801 0.100
N 0.584 -1.268 3.714
N -2.360 1.236 -1.237
N 0.953 0.662 -2.826
N -1.410 -2.421 0.115
C -2.401 2.727 -1.305
C -2.104 -2.691 -1.152
C 0.883 -2.737 3.771
C 2.335 1.032 -2.788
H -1.898 3.126 -0.424
H 1.143 -3.130 2.788
H 2.384 1.881 -2.107
H -3.402 3.143 -1.418
H -1.977 -3.772 -1.191
H 1.592 -2.930 4.575
H -0.073 -3.172 4.063
H -1.449 -2.209 -1.878
H 2.767 1.233 -3.769
H 2.886 0.250 -2.266
H -1.700 2.957 -2.108
H -3.091 -2.229 -1.118
*
```

relative energy (zero: lowest compared OMol25 entry of this formula, charge and spin): 91.6 kcal/mol
molar mass: 417.1 g mol⁻¹
LUMO level (spin up / spin down): 4.659 / 4.657 eV
largest force on an atom: 10.181 eV Å⁻¹

Below is a molecular structure, C4H7NO2 in a non-equilibrium geometry, with properties calculated with the ωB97M-V functional and the def2-TZVPD basis.

```
! wB97M-V def2-TZVPD RIJCOSX def2/J DEFGRID3
* xyz 0 1
O -1.008 -0.943 -1.499
O -1.906 -0.675 1.660
N -0.745 0.051 1.863
C 0.973 -0.129 -0.752
C -0.212 0.351 0.757
C -0.496 0.096 -0.746
C 1.180 0.898 0.456
H 1.066 -0.507 -2.064
H 1.958 0.692 1.202
H -2.268 -0.754 2.551
H -0.136 -1.022 -2.154
H 1.195 -1.116 -0.335
H 1.184 1.958 0.178
H -0.783 1.102 -1.118
*
```

relative energy (zero: lowest compared OMol25 entry of this formula, charge and spin): 149.7 kcal/mol
molar mass: 101.1 g mol⁻¹
LUMO level: 0.442 eV
largest force on an atom: 3.961 eV Å⁻¹

Below is a molecular structure, C7H12O3Zn in a non-equilibrium geometry, with properties calculated with the ωB97M-V functional and the def2-TZVPD basis.

```
! wB97M-V def2-TZVPD RIJCOSX def2/J DEFGRID3
* xyz 1 2
Zn 5.121 -0.768 -1.806
O 4.626 -0.882 0.054
O 3.255 -0.738 -1.657
O 2.451 -0.868 0.447
C 0.164 -0.988 1.107
C -2.288 -0.406 1.225
C -1.265 -1.083 0.676
C -1.966 1.667 -1.284
C 3.457 -0.823 -0.415
C 1.116 -0.812 -0.065
C -1.537 2.334 -0.174
H -1.248 1.216 -1.973
H -1.474 -1.751 -0.168
H -3.027 1.636 -1.541
H 0.977 -1.611 -0.805
H -1.853 0.984 -0.079
H 0.964 0.155 -0.563
H -2.142 0.209 2.118
H -2.250 2.836 0.483
H -0.471 2.419 0.049
H 0.413 -1.938 1.612
H -3.317 -0.608 0.919
H 0.296 -0.181 1.841
*
```

relative energy (zero: lowest compared OMol25 entry of this formula, charge and spin): 0.0 kcal/mol
molar mass: 209.6 g mol⁻¹
LUMO level (spin up / spin down): -5.193 / -5.193 eV
largest force on an atom: 4.305 eV Å⁻¹